A structure of composition C11H10ClF3Gd, computed with ωB97M-V with the def2-TZVPD basis set.

- E_HOMO (spin up / spin down) (hartree) = -0.09262 / -0.17962
- expectation value of S² = 16.81
- 2S+1 = 8
- energy (hartree) = -1950.471517
- net charge = -1
- gap between HOMO and LUMO (spin up / spin down) (eV) = 5.5610 / 5.6841
- maximum force (eV Å⁻¹) = 3.96

Each line ends with the Mulliken spin population.
CARTESIAN COORDINATES (ANGSTROEM)
C: -3.11 -1.18 -0.07  -0.12
C: -2.08 -1.42 -1.05  -0.01
C: -1.49 -0.15 -1.38  0.10
H: -1.91 -2.37 -1.58  0.00
C: -2.06 0.85 -0.55  -0.01
C: -3.04 0.24 0.30  -0.10
H: -3.82 0.74 0.89  0.02
H: -3.84 -1.89 0.34  0.08
H: -0.75 0.03 -2.17  -0.02
H: -1.86 1.93 -0.62  -0.01
Gd: -1.30 -1.12 1.42  6.02
Cl: -0.16 -3.29 1.80  -0.02
C: 3.20 0.11 0.09  0.10
C: 2.66 1.31 -0.42  0.20
C: 2.02 1.01 -1.66  0.35
H: 2.73 2.31 0.04  0.00
C: 2.24 -0.37 -1.95  -0.08
C: 2.94 -0.94 -0.84  0.41
H: 3.20 -1.99 -0.73  0.02
H: 3.69 -0.01 1.06  0.00
H: 1.54 1.73 -2.33  0.01
H: 1.93 -0.89 -2.86  0.00
F: -1.15 1.15 3.90  0.00
C: -0.32 1.06 2.75  0.05
F: -0.19 2.38 2.35  0.00
F: 0.92 0.74 3.26  0.00



A cluster of 2 separate species, C9H14 in total, computed with ωB97M-V with the def2-TZVPD basis set.

- E_HOMO (spin up / spin down) (hartree) = 0.03107 / -0.12052
- expectation value of S² = 0.76
- 2S+1 = 2
- energy (hartree) = -351.271444
- net charge = -1
- gap between HOMO and LUMO (spin up / spin down) (eV) = 3.1500 / 7.2296
- maximum force (eV Å⁻¹) = 1.21

Each line ends with the Mulliken spin population.
CARTESIAN COORDINATES (ANGSTROEM)
C: -0.22 -2.68 0.71  0.04
C: 0.08 -1.55 1.69  -0.02
H: -0.10 -3.64 1.21  0.00
H: -1.21 -2.52 0.29  0.01
H: 0.46 -2.68 -0.14  -0.02
H: 1.01 -1.75 2.25  -0.01
H: -0.72 -1.49 2.45  0.00
H: 0.10 -0.52 1.34  0.01
C: 1.95 1.42 0.45  -0.01
C: -1.63 1.91 -0.77  0.30
C: -1.75 0.86 -1.74  0.19
C: -0.41 2.03 -0.08  0.04
C: 0.68 1.20 -0.29  -0.16
C: -0.72 -0.03 -1.93  -0.25
C: 0.54 0.19 -1.32  0.81
H: -2.49 2.55 -0.59  0.01
H: -2.65 0.77 -2.34  0.02
H: -0.37 2.80 0.70  0.01
H: -0.82 -0.93 -2.54  -0.03
H: 2.74 1.70 -0.23  -0.04
H: 2.35 0.62 1.10  0.02
H: 1.36 -0.52 -1.36  0.07
H: 1.80 2.27 1.12  0.03



A cluster of 11 separate species, C66H55N11O22 in total, computed with ωB97M-V with the def2-TZVPD basis set.

- E_HOMO (hartree) = -0.35171
- SMILES = O=[N+]([O-])c1ccccc1.O=[N+]([O-])c1ccccc1.O=[N+]([O-])c1ccccc1.O=[N+]([O-])c1ccccc1.O=[N+]([O-])c1ccccc1.O=[N+]([O-])c1ccccc1.O=[N+]([O-])c1ccccc1.O=[N+]([O-])c1ccccc1.O=[N+]([O-])c1ccccc1.O=[N+]([O-])c1ccccc1.O=[N+]([O-])c1ccccc1
- energy (hartree) = -4804.364931
- gap between HOMO and LUMO (eV) = 8.3922
- maximum force (eV Å⁻¹) = 5.86

Each line ends with the Löwdin charge.
CARTESIAN COORDINATES (ANGSTROEM)
O: 26.06 18.28 26.55  0.07
N: 25.79 18.74 25.43  -0.34
O: 25.64 18.09 24.39  0.07
C: 25.63 20.14 25.40  -0.18
C: 26.55 21.06 26.00  0.01
C: 26.38 22.39 25.78  -0.06
C: 25.18 22.81 25.23  -0.05
C: 24.24 21.94 24.67  -0.04
C: 24.51 20.59 24.77  -0.02
H: 27.26 20.53 26.63  0.12
H: 27.15 23.09 26.11  0.11
H: 25.13 23.87 25.00  0.10
H: 23.31 22.33 24.30  0.09
H: 23.80 19.89 24.36  0.11
O: 24.43 26.91 26.02  0.04
N: 23.95 27.17 24.90  -0.33
O: 24.17 28.23 24.30  0.07
C: 23.01 26.17 24.35  -0.13
C: 22.87 25.97 22.95  -0.01
C: 21.81 25.28 22.40  -0.07
C: 20.87 24.66 23.24  -0.04
C: 21.02 24.87 24.60  -0.07
C: 22.05 25.57 25.20  -0.01
H: 23.54 26.36 22.20  0.11
H: 21.75 25.09 21.33  0.09
H: 20.13 23.98 22.85  0.09
H: 20.45 24.28 25.30  0.08
H: 22.10 25.72 26.26  0.12
O: 16.63 20.65 23.41  0.02
N: 16.02 21.59 22.86  -0.29
O: 16.14 21.80 21.66  0.07
C: 15.29 22.64 23.68  -0.11
C: 14.90 23.84 23.08  0.00
C: 14.21 24.85 23.82  -0.04
C: 13.83 24.55 25.13  -0.06
C: 14.36 23.42 25.81  -0.08
C: 15.06 22.43 25.09  0.00
H: 15.25 24.16 22.11  0.11
H: 13.94 25.75 23.28  0.10
H: 13.17 25.11 25.78  0.10
H: 13.92 23.32 26.79  0.11
H: 15.50 21.53 25.49  0.11
O: 15.15 17.94 16.97  0.07
N: 16.13 18.35 17.60  -0.32
O: 16.77 17.75 18.46  0.07
C: 16.42 19.85 17.39  -0.10
C: 15.50 20.72 16.74  -0.02
C: 15.84 22.01 16.36  -0.08
C: 16.96 22.62 16.93  -0.07
C: 17.89 21.83 17.64  -0.04
C: 17.60 20.43 17.83  -0.01
H: 14.54 20.36 16.38  0.11
H: 15.21 22.63 15.75  0.10
H: 17.28 23.66 16.92  0.10
H: 18.81 22.25 18.00  0.10
H: 18.29 19.72 18.28  0.10
O: 16.75 24.73 26.90  0.04
N: 17.15 24.07 27.88  -0.31
O: 16.68 24.21 29.01  0.07
C: 18.20 23.03 27.63  -0.12
C: 18.77 22.40 28.75  0.01
C: 19.82 21.51 28.54  -0.08
C: 20.28 21.25 27.28  -0.06
C: 19.49 21.69 26.20  -0.07
C: 18.59 22.73 26.33  -0.01
H: 18.74 22.67 29.79  0.12
H: 20.31 21.18 29.44  0.11
H: 21.25 20.78 27.15  0.11
H: 19.76 21.37 25.20  0.08
H: 18.09 23.29 25.55  0.12
O: 20.77 11.27 16.35  0.08
N: 20.42 12.35 16.79  -0.35
O: 20.56 13.42 16.19  0.06
C: 19.72 12.46 18.05  -0.12
C: 19.55 11.24 18.90  0.01
C: 18.80 11.23 20.05  -0.09
C: 18.33 12.41 20.56  -0.09
C: 18.51 13.60 19.87  -0.05
C: 19.25 13.64 18.67  -0.01
H: 20.18 10.37 18.75  0.11
H: 18.67 10.40 20.73  0.11
H: 17.71 12.47 21.44  0.10
H: 18.09 14.54 20.21  0.10
H: 19.35 14.55 18.10  0.11
O: 22.03 22.75 20.31  0.03
N: 23.29 23.00 20.14  -0.28
O: 23.86 24.00 20.51  0.09
C: 24.15 21.93 19.57  -0.16
C: 24.06 20.60 19.91  0.02
C: 24.92 19.63 19.29  -0.02
C: 25.92 20.09 18.41  -0.06
C: 26.11 21.48 18.22  -0.05
C: 25.20 22.38 18.80  -0.02
H: 23.26 20.36 20.60  0.09
H: 24.70 18.58 19.45  0.09
H: 26.65 19.45 17.93  0.10
H: 26.89 21.80 17.55  0.10
H: 25.33 23.39 18.41  0.12
O: 23.73 16.50 17.25  0.04
N: 22.87 15.81 17.92  -0.23
O: 21.82 16.35 18.41  0.02
C: 23.27 14.44 18.33  -0.15
C: 24.16 13.62 17.65  0.02
C: 24.38 12.30 18.03  -0.06
C: 23.64 11.77 19.05  -0.07
C: 22.64 12.54 19.64  -0.06
C: 22.52 13.84 19.25  -0.05
H: 24.82 13.84 16.82  0.12
H: 25.05 11.54 17.66  0.12
H: 23.53 10.71 19.23  0.11
H: 22.13 12.16 20.51  0.12
H: 21.67 14.40 19.62  0.11
O: 15.47 15.53 23.60  0.06
N: 16.17 16.55 23.63  -0.31
O: 16.22 17.24 22.60  0.06
C: 17.07 16.79 24.73  -0.13
C: 17.18 15.84 25.75  0.02
C: 18.20 16.10 26.75  -0.05
C: 19.06 17.21 26.78  -0.06
C: 18.71 18.20 25.91  -0.08
C: 17.82 18.01 24.87  0.03
H: 16.46 15.04 25.70  0.11
H: 18.43 15.32 27.45  0.09
H: 19.92 17.38 27.42  0.11
H: 19.17 19.18 25.88  0.08
H: 17.78 18.78 24.11  0.07
O: 20.26 15.09 22.75  0.06
N: 20.10 14.11 23.50  -0.27
O: 19.29 13.14 23.34  0.04
C: 21.07 13.97 24.65  -0.12
C: 20.72 13.25 25.84  0.03
C: 21.75 13.31 26.80  -0.12
C: 22.89 13.95 26.76  -0.10
C: 23.26 14.57 25.59  -0.03
C: 22.32 14.60 24.54  0.00
H: 19.78 12.76 26.01  0.11
H: 21.50 12.63 27.60  0.11
H: 23.58 13.88 27.59  0.12
H: 24.20 15.09 25.46  0.11
H: 22.43 15.04 23.55  0.11
O: 21.44 21.39 22.89  0.03
N: 20.30 20.95 22.70  -0.30
O: 19.30 21.62 23.04  0.02
C: 20.21 19.60 22.22  -0.10
C: 18.91 19.09 21.78  0.02
C: 18.73 17.85 21.15  -0.06
C: 19.89 17.21 20.71  -0.06
C: 21.16 17.72 21.10  -0.07
C: 21.36 18.77 21.99  0.01
H: 18.04 19.74 21.77  0.09
H: 17.80 17.38 20.85  0.09
H: 19.82 16.29 20.16  0.08
H: 22.06 17.35 20.63  0.09
H: 22.37 19.03 22.27  0.09



A cluster of 3 separate species, C21H22FO14PS in total, computed with ωB97M-V with the def2-TZVPD basis set.

- E_HOMO (hartree) = -0.33440
- SMILES = C[C@H](F)C[C@@]1(O)OC(=O)O[C@]1(CCC(=O)O)[PH2]=S.O=C1C=C(O)C(=O)C=C1O.O=C1C=C(O)C(=O)C=C1O
- energy (hartree) = -2706.212231
- gap between HOMO and LUMO (eV) = 7.6745
- maximum force (eV Å⁻¹) = 1.19

Each line ends with the Löwdin charge.
CARTESIAN COORDINATES (ANGSTROEM)
C: -5.94 1.47 -1.33  -0.03
C: -5.36 1.36 0.07  -0.34
F: -6.39 1.73 0.98  -0.04
C: -4.18 2.29 0.37  -0.02
C: -2.80 1.71 0.11  -0.45
O: -2.82 0.66 -0.85  -0.02
O: -1.94 2.74 -0.40  0.13
C: -0.66 2.29 -0.23  -0.54
O: 0.25 2.56 -0.92  0.22
O: -0.60 1.53 0.88  0.01
C: -1.92 1.15 1.29  -0.42
C: -2.24 1.68 2.72  -0.11
C: -1.04 2.22 3.52  -0.06
C: -0.61 1.27 4.63  -0.51
O: -1.37 0.84 5.43  0.14
O: 0.73 1.00 4.67  0.08
P: -1.93 -0.76 1.29  0.47
S: -0.57 -1.68 0.29  0.26
H: -6.90 0.94 -1.36  0.09
H: -6.12 2.52 -1.59  0.09
H: -5.29 1.00 -2.08  0.08
H: -5.11 0.31 0.31  0.13
H: -4.27 3.19 -0.27  0.14
H: -4.30 2.64 1.39  0.11
H: -3.03 1.04 -1.72  0.14
H: -3.02 2.45 2.69  0.10
H: -2.67 0.86 3.30  0.10
H: -1.35 3.15 4.03  0.14
H: -0.18 2.48 2.90  0.12
H: 0.98 0.28 4.07  0.10
H: -3.27 -1.05 0.97  -0.01
H: -1.88 -1.05 2.66  -0.01
O: 6.27 -0.78 -0.35  0.10
C: 5.33 -0.97 0.39  -0.31
C: 5.35 -1.89 1.51  0.08
C: 4.24 -2.03 2.25  -0.23
O: 4.14 -2.85 3.28  0.12
C: 2.98 -1.25 1.96  -0.31
O: 2.02 -1.48 2.67  0.06
C: 2.96 -0.33 0.85  0.05
C: 4.07 -0.19 0.11  -0.24
O: 4.17 0.62 -0.93  0.12
H: 6.26 -2.44 1.71  0.14
H: 3.22 -2.76 3.62  0.12
H: 2.04 0.21 0.65  0.12
H: 5.07 0.51 -1.28  0.12
O: 1.42 -1.54 -6.42  0.10
C: 1.72 -1.77 -5.27  -0.31
C: 2.66 -2.80 -4.85  0.07
C: 2.90 -2.96 -3.54  -0.23
O: 3.73 -3.87 -3.05  0.12
C: 2.23 -2.11 -2.49  -0.30
O: 2.51 -2.36 -1.33  0.08
C: 1.30 -1.08 -2.90  0.07
C: 1.06 -0.91 -4.21  -0.23
O: 0.23 -0.01 -4.71  0.11
H: 3.13 -3.40 -5.62  0.14
H: 3.69 -3.77 -2.08  0.12
H: 0.83 -0.48 -2.14  0.10
H: 0.26 -0.12 -5.68  0.12



The molecule C2H6S2, computed with ωB97M-V with the def2-TZVPD basis set.

- E_HOMO (hartree) = -0.31773
- SMILES = CSSC
- energy (hartree) = -876.016383
- gap between HOMO and LUMO (eV) = 6.5918
- maximum force (eV Å⁻¹) = 6.88

Each line ends with the Löwdin charge.
CARTESIAN COORDINATES (ANGSTROEM)
C: -0.41 -2.75 -0.15  -0.50
S: 0.03 -0.94 0.40  0.43
S: 0.72 1.44 -0.32  0.58
C: -0.76 1.96 0.03  -0.74
H: -1.50 -3.06 -0.27  0.02
H: -0.06 -2.83 -1.29  0.05
H: -0.01 -3.47 0.71  0.06
H: -0.79 2.99 0.06  0.01
H: -1.27 1.63 -0.81  -0.01
H: -1.28 1.45 1.01  0.09